This record from the OMol25 dataset describes a gas-phase ion, C10H13NO3P (charge -1). The level of theory is the ωB97M-V functional and the def2-TZVPD basis.

Structure (XYZ):
```
28
Properties=species:S:1:pos:R:3:forces:R:3:mulliken_charge:R:1
C 2.000194 0.950008 1.722884 0.18 0.45 0.15 -0.22
C 2.962896 0.589867 -0.450846 0.11 0.21 0.00 -0.62
C 1.327911 -0.257662 1.603269 -0.05 -0.08 -0.04 -0.57
C 2.287198 -0.608131 -0.551900 0.13 0.16 -0.02 -0.34
C 2.821433 1.377900 0.690435 0.08 0.08 -0.07 0.86
C 1.462158 -1.039514 0.474654 -0.34 -0.74 0.33 -0.41
C -1.684073 -2.417512 -0.859026 -0.69 -0.06 -0.18 -0.24
C -3.858684 -1.315115 -1.400897 0.07 -0.11 -0.15 -1.10
C 3.433785 3.388400 1.817068 -0.03 0.09 0.15 -0.82
C -2.683515 -2.125647 -1.941638 -0.11 0.14 0.00 -0.31
N -0.474466 -2.127225 -0.976866 0.56 -0.18 0.02 -0.39
O 1.487262 -3.677285 -0.249450 0.19 0.16 -0.23 -0.80
O -0.206840 -2.937119 1.555646 -0.15 0.36 0.23 -0.82
O 3.540588 2.561383 0.693091 -0.11 -0.38 -0.22 -0.43
P 0.577954 -2.645543 0.321167 0.17 -0.07 -0.09 0.98
H 1.873781 1.540256 2.620173 0.02 0.05 0.02 0.33
H 3.610949 0.944579 -1.240086 0.05 0.02 -0.07 0.38
H 0.684026 -0.607632 2.397067 -0.06 -0.04 0.09 0.45
H 2.386505 -1.236086 -1.423866 0.08 -0.03 -0.14 0.36
H -2.096252 -2.890154 0.045211 0.12 -0.04 0.06 0.40
H -3.508342 -0.359436 -1.017026 -0.02 0.11 0.06 0.32
H -4.593485 -1.127699 -2.183593 -0.10 0.04 0.01 0.32
H -4.345555 -1.851177 -0.588214 -0.10 0.01 0.10 0.30
H 4.075861 4.247576 1.619304 -0.05 -0.03 0.06 0.23
H 3.778454 2.884780 2.728081 -0.04 0.03 -0.03 0.33
H 2.405089 3.736631 1.970044 0.04 -0.03 0.02 0.33
H -3.051425 -3.078394 -2.336464 0.00 -0.01 -0.05 0.25
H -2.185164 -1.586436 -2.749389 0.04 -0.09 0.01 0.24
```
Positions in Å, forces in eV/Å.

Strongest force on any atom = 0.9 eV/Å
Net charge = -1
HOMO energy = -4.945 eV
Energy relative to the best compared isomer or geometry (same formula, charge and spin) = 0.0 kcal/mol
SMILES string = CC/C=N/[P@](=O)([O-])c1ccc(OC)cc1
2S+1 = 1